(1)
Formula: C48H53As3ClO6RbS7
Source: the Open Molecules 2025 dataset
Level of theory: ωB97M-V with the def2-TZVPD basis set

Last column: Löwdin charge in e.
Geometry (Å):
Rb (1.07757, 0.85655, 1.67831)  0.759
O (1.89080, 3.01673, 3.05806)  -0.451
Cl (2.11026, 2.04502, 4.11987)  0.586
O (2.69459, 2.67011, 5.27254)  -0.331
O (0.81560, 1.45513, 4.46461)  -0.470
O (2.97932, 0.98934, 3.61100)  -0.484
S (5.60243, -0.73640, -6.10101)  0.336
C (4.75190, 0.10108, -4.89622)  -1.541
S (4.15316, 1.68448, -5.05276)  0.835
C (3.38956, 1.91039, -3.49345)  -1.219
C (3.54067, 0.83660, -2.66553)  -1.138
S (2.88986, 0.51802, -1.07002)  0.440
S (4.41957, -0.50342, -3.34782)  0.864
S (2.52543, 3.41706, -3.32451)  0.398
C (-7.83409, 3.21551, 0.04339)  -0.053
C (-6.40211, 2.82909, 0.28556)  -0.280
C (-5.96297, 1.53772, 0.03465)  -0.038
C (-4.62441, 1.19826, 0.18928)  -0.064
C (-3.72355, 2.16652, 0.58554)  -0.356
C (-4.14304, 3.45998, 0.86890)  -0.044
C (-5.47855, 3.78077, 0.72237)  -0.037
S (-2.01454, 1.69868, 0.77298)  0.991
O (-1.61648, 1.98733, 2.19546)  -0.541
C (-1.32531, 3.04248, -0.22060)  -0.316
C (-0.51335, 3.98663, 0.42793)  -0.044
C (0.03412, 4.99360, -0.31622)  0.009
C (-0.19882, 5.07989, -1.70648)  -0.169
C (0.40291, 6.09775, -2.49266)  -0.057
C (0.21707, 6.13966, -3.83785)  -0.097
C (-0.58071, 5.16049, -4.47884)  -0.085
C (-1.16669, 4.16981, -3.75676)  -0.028
C (-0.99792, 4.10748, -2.34602)  -0.118
C (-1.55677, 3.06591, -1.56693)  -0.163
C (-2.30872, 1.92203, -2.17033)  -0.154
C (-3.64811, 2.10197, -2.64865)  -0.119
C (-4.28540, 3.36830, -2.64078)  -0.012
C (-5.57061, 3.50855, -3.07865)  -0.085
C (-6.29136, 2.38775, -3.54865)  -0.096
C (-5.70228, 1.15636, -3.55321)  -0.047
C (-4.37471, 0.98331, -3.09310)  -0.171
C (-3.77354, -0.30635, -3.02382)  -0.023
C (-2.50810, -0.45909, -2.55755)  -0.036
C (-1.75446, 0.67165, -2.15009)  -0.247
S (0.01717, 0.50285, -1.59053)  0.881
O (-0.11393, -0.41621, -0.40047)  -0.724
C (0.53014, -0.47138, -2.98733)  -0.414
C (0.62158, -1.84423, -2.86066)  -0.098
C (1.08086, -2.58679, -3.94016)  -0.045
C (1.46053, -1.96167, -5.12503)  -0.277
C (2.06956, -2.74251, -6.25567)  -0.054
C (1.34642, -0.57774, -5.21804)  -0.048
C (0.89036, 0.18172, -4.15515)  -0.078
H (-8.49825, 2.35796, 0.14499)  0.074
H (-7.95894, 3.60973, -0.96642)  0.071
H (-8.16057, 3.98623, 0.74103)  0.073
H (-6.66848, 0.79094, -0.30735)  0.114
H (-4.27634, 0.19972, -0.03585)  0.117
H (-3.42383, 4.20105, 1.18657)  0.122
H (-5.81181, 4.79078, 0.92829)  0.111
H (-0.33387, 3.89453, 1.49143)  0.105
H (0.68015, 5.72399, 0.15263)  0.121
H (1.04663, 6.81513, -2.00120)  0.112
H (0.71229, 6.89817, -4.42859)  0.099
H (-0.68144, 5.17501, -5.55526)  0.100
H (-1.73763, 3.39795, -4.25347)  0.117
H (-3.73556, 4.22543, -2.28018)  0.121
H (-6.04063, 4.48295, -3.06390)  0.100
H (-7.30792, 2.50650, -3.89947)  0.094
H (-6.24566, 0.28573, -3.89950)  0.106
H (-4.34791, -1.16507, -3.35084)  0.110
H (-2.05095, -1.43881, -2.50822)  0.113
H (0.37700, -2.30451, -1.91233)  0.095
H (1.19137, -3.65952, -3.84462)  0.105
H (1.90492, -3.81263, -6.12661)  0.067
H (3.14796, -2.56079, -6.29932)  0.050
H (1.64686, -2.44416, -7.21609)  0.074
H (1.68168, -0.07604, -6.11696)  0.115
H (0.87854, 1.26501, -4.20722)  0.085
C (-1.06044, -1.21683, 4.22532)  -0.299
As (0.86654, -1.51564, 3.98373)  1.083
C (1.36845, -1.31586, 5.86596)  -0.315
C (0.71217, -3.49036, 3.93084)  -0.366
C (1.93722, -4.27272, 3.43684)  -0.697
C (1.71025, -5.75381, 3.76390)  -0.101
C (2.10288, -4.17564, 1.90867)  -0.375
As (2.18943, -2.44460, 0.91290)  1.097
C (2.75096, -3.34649, -0.73363)  -0.329
C (4.00492, -1.88195, 1.44081)  -0.319
C (3.22077, -3.79041, 4.11989)  -0.381
As (3.41794, -4.20172, 6.04130)  1.100
C (4.45903, -5.85761, 5.87136)  -0.359
C (4.96715, -3.02703, 6.29415)  -0.340
H (-1.44815, -1.85334, 5.02644)  0.024
H (-1.58097, -1.44651, 3.29437)  0.023
H (-1.22434, -0.16733, 4.46275)  0.014
H (0.92333, -2.10919, 6.47419)  0.012
H (1.01783, -0.33916, 6.19009)  0.016
H (2.45350, -1.33133, 5.97583)  -0.008
H (-0.13732, -3.71554, 3.27731)  0.077
H (0.43723, -3.81829, 4.94216)  0.062
H (0.81737, -6.11526, 3.25024)  0.080
H (1.56143, -5.91539, 4.83590)  0.053
H (2.55778, -6.36135, 3.43713)  0.080
H (1.23654, -4.67609, 1.45182)  0.068
H (2.98742, -4.75256, 1.61488)  0.069
H (3.65596, -3.92438, -0.53905)  0.023
H (2.94567, -2.58740, -1.49234)  -0.015
H (1.96383, -4.01634, -1.08476)  0.017
H (4.64802, -2.74952, 1.59911)  0.018
H (3.97899, -1.26894, 2.34149)  0.002
H (4.37718, -1.27001, 0.61902)  -0.016
H (3.31580, -2.70368, 4.03372)  0.038
H (4.09637, -4.21280, 3.61605)  0.076
H (3.80465, -6.69457, 5.63563)  0.000
H (4.95366, -6.05573, 6.82330)  0.007
H (5.21108, -5.75784, 5.08887)  0.020
H (4.64783, -1.98679, 6.26732)  0.009
H (5.69917, -3.19130, 5.50258)  0.025
H (5.42434, -3.23078, 7.26350)  0.011

Forces on atoms 1 to 6 (eV/Å):
-0.15 -0.36 -1.30
0.27 0.02 0.66
0.06 0.30 0.41
-0.07 -0.10 -0.14
0.56 0.28 0.06
-0.05 0.50 0.56

Summary:
orbital gap	4.228	eV
spin multiplicity	1
HOMO energy	-0.95	eV
net charge	-2
energy above the lowest of the compared OMol25 structures with the same formula, charge and spin	41.8	kJ/mol

---

(2)
Formula: C48H53Br4N4O2PSm
Source: the Open Molecules 2025 dataset
Level of theory: ωB97M-V with the def2-TZVPD basis set

Last column: Mulliken spin population.
Geometry (Å):
Sm (-1.06030, -0.19580, -0.46040)  4.984
C (-3.59270, 3.57630, 0.55830)  -0.001
C (-3.63940, 4.21800, -0.67180)  0.000
C (-3.35910, 3.49170, -1.81240)  -0.001
C (-3.02810, 2.13480, -1.71610)  0.005
N (-2.96160, 1.52940, -0.51600)  0.004
C (-3.24800, 2.23420, 0.57580)  0.004
C (-2.71100, 1.32920, -2.91140)  -0.002
C (-3.30390, 1.66890, -4.13190)  -0.001
C (-2.99400, 0.97620, -5.28580)  0.000
C (-2.06520, -0.04900, -5.22630)  0.000
C (-1.51170, -0.39390, -4.00440)  0.010
C (-1.79670, 0.24620, -2.78430)  -0.011
H (-3.79070, 4.11280, 1.47620)  0.000
H (-3.87790, 5.27030, -0.73020)  0.000
H (-3.35200, 3.97830, -2.77380)  0.000
H (-3.19660, 1.68830, 1.51750)  0.000
H (-4.03700, 2.46370, -4.18560)  0.000
H (-3.46500, 1.23470, -6.22510)  0.000
H (-1.77940, -0.58140, -6.12840)  0.000
H (-0.79820, -1.21280, -3.99930)  0.000
Br (-1.03570, 3.55420, 5.19770)  0.000
C (-0.70600, 2.95850, 3.42770)  0.000
C (-0.55950, 3.87780, 2.40850)  0.001
Br (-0.70560, 5.73400, 2.75480)  0.000
C (-0.30220, 3.43070, 1.11380)  0.000
Br (-0.06820, 4.65100, -0.31950)  0.000
C (-0.21910, 2.08290, 0.79590)  0.004
O (0.00950, 1.65600, -0.40620)  -0.010
C (-0.38030, 1.11320, 1.86160)  -0.001
O (-0.28800, -0.14490, 1.56940)  -0.007
C (-0.59760, 1.59410, 3.14950)  0.004
Br (-0.73760, 0.29600, 4.52960)  0.000
C (4.39180, -2.05990, 6.55250)  0.000
C (2.88380, -1.91590, 6.31980)  0.000
C (2.34150, -0.66020, 7.00460)  0.000
C (2.57160, -1.90790, 4.84410)  0.000
C (3.20590, -1.05880, 3.95460)  0.000
C (3.11550, -1.23440, 2.58270)  -0.001
C (3.88290, -0.22370, 1.75930)  0.000
C (5.08170, -0.80830, 1.00900)  0.000
C (2.87560, 0.54930, 0.90780)  -0.004
C (2.30070, -2.25270, 2.04010)  0.001
C (1.43970, -2.91800, 2.93940)  -0.002
C (1.63420, -2.76770, 4.30750)  0.000
C (0.28860, -3.81400, 2.52440)  0.001
C (-0.97730, -3.51130, 3.33720)  0.000
C (-0.08430, -3.64560, 1.06030)  0.004
C (2.78350, -2.95550, 0.78900)  0.000
C (3.71120, -3.92200, 1.21950)  0.000
C (4.46590, -4.70180, 0.37040)  0.000
C (4.36070, -4.50760, -0.99530)  0.000
C (3.44210, -3.58860, -1.44910)  0.000
C (2.61170, -2.84130, -0.60470)  0.003
P (1.31230, -1.95970, -1.59330)  0.025
C (0.53010, -3.53140, -2.53220)  -0.006
C (1.02440, -4.92670, -2.11890)  0.000
C (0.66270, -3.52030, -4.05630)  0.000
C (-0.96610, -3.46390, -2.16770)  0.001
C (2.43330, -0.83940, -2.74910)  -0.009
C (2.60300, -1.19870, -4.22510)  -0.001
C (3.84280, -0.66480, -2.18080)  0.000
C (1.74320, 0.52830, -2.69680)  0.005
H (4.60090, -2.22370, 7.60840)  0.000
H (4.91960, -1.16150, 6.23880)  0.000
H (4.78580, -2.90530, 5.98970)  0.000
H (2.38650, -2.79230, 6.75340)  0.000
H (2.79990, 0.22920, 6.57830)  0.000
H (2.55510, -0.68430, 8.07300)  0.000
H (1.26550, -0.58890, 6.86410)  0.000
H (3.84680, -0.27770, 4.33890)  0.000
H (4.31120, 0.49950, 2.46270)  0.000
H (4.79580, -1.60060, 0.32790)  0.000
H (5.78730, -1.22560, 1.72720)  0.000
H (5.59580, -0.02510, 0.45200)  0.000
H (2.22280, -0.13290, 0.35630)  0.001
H (3.35470, 1.24710, 0.22190)  0.000
H (2.22790, 1.12610, 1.56850)  -0.001
H (1.06320, -3.38030, 4.98840)  0.000
H (0.57370, -4.86290, 2.70170)  0.000
H (-1.27790, -2.47980, 3.18230)  0.000
H (-0.85370, -3.67880, 4.40090)  0.000
H (-1.78580, -4.15480, 2.99400)  0.000
H (-0.18250, -2.57590, 0.83390)  0.000
H (-1.04020, -4.13250, 0.87490)  -0.001
H (0.67220, -4.09080, 0.42620)  0.000
H (3.83440, -4.04470, 2.28690)  0.000
H (5.14540, -5.43530, 0.77640)  0.000
H (4.95920, -5.07840, -1.69040)  0.000
H (3.33330, -3.43720, -2.51320)  0.000
H (1.98540, -5.18050, -2.55660)  0.000
H (0.29950, -5.64920, -2.49440)  0.000
H (1.09740, -5.06960, -1.04670)  0.000
H (1.68340, -3.72170, -4.36700)  0.000
H (0.33140, -2.59160, -4.50050)  0.000
H (0.03590, -4.31410, -4.46260)  0.000
H (-1.30860, -2.44080, -1.95520)  0.004
H (-1.18220, -4.07400, -1.29330)  0.001
H (-1.56570, -3.84400, -2.99450)  0.000
H (3.05230, -2.17750, -4.37310)  0.000
H (3.27780, -0.46290, -4.66550)  0.000
H (1.66580, -1.13800, -4.76630)  0.000
H (4.48780, -1.51840, -2.37410)  0.000
H (3.81910, -0.48360, -1.11750)  0.000
H (4.29950, 0.20370, -2.65530)  0.000
H (0.75230, 0.49720, -3.15260)  -0.003
H (2.34140, 1.26120, -3.23770)  0.000
H (1.63040, 0.88870, -1.67510)  0.001
N (-2.75510, -1.58810, 0.28250)  -0.010
C (-3.72870, -1.98150, 0.81340)  0.009
N (-4.84420, -2.36020, 1.20970)  0.000
C (-5.31150, -3.05190, 2.18280)  0.000
N (-5.83480, -3.67100, 3.00490)  0.000

Forces on atoms 1 to 6 (eV/Å):
-0.73 -1.54 -1.39
-0.11 -0.04 -0.09
0.03 -0.29 0.16
-0.05 -0.19 0.08
-0.23 0.41 0.09
0.21 0.17 -0.31

Summary:
orbital gap (spin up / spin down)	7.114 / 7.201	eV
spin multiplicity	6
HOMO energy (spin up / spin down)	-4.98 / -5.06	eV
net charge	-1